# C24H23BrN2O2

C24H23BrN2O2 in the gas phase (the ωB97M-V functional and the def2-TZVPD basis, OMol25).

Relative energy (zero: lowest compared OMol25 entry of this formula, charge and spin) ... 1.18 kJ/mol
SMILES string ... C[C@H](CCc1ccccc1)NC(=O)c1ccc(NC(=O)c2cccc(Br)c2)cc1
HOMO-LUMO gap ... 0.32386 Ha
Max |F| ... 0.011 hartree/bohr
DFT total energy ... -102380.897 eV

Geometry as ORCA input:
```
! RIJCOSX wB97M-V def2-TZVPD def2/J DEFGRID3
* xyz 0 1
Br -6.9934 -1.1913 0.2707
O 5.2209 1.8822 -0.5950
O -1.8650 0.1778 1.6179
N 5.1083 0.3623 1.0876
N -1.0942 1.2408 -0.2533
C 4.8727 -1.9891 -0.5935
C 1.0886 1.6533 -1.1354
C -5.7001 0.1528 -0.1094
C 4.5659 1.2031 0.1750
C 2.9750 -1.3908 -1.9530
C 3.0729 1.2291 0.1621
C 2.6268 -2.3984 0.1883
C 6.9797 -0.6486 -0.1673
C 0.8941 0.8404 1.1199
C -5.1359 2.2531 -1.0916
C -3.8275 2.1021 -0.6651
C 4.3429 -1.4550 -1.7621
C 6.3609 -2.0359 -0.3866
C 2.1121 -1.8602 -0.9774
C 7.3553 1.2660 1.4349
C 6.5232 0.0195 1.1368
C 0.2911 1.2303 -0.0724
C 2.4601 1.6537 -1.0141
C 3.9970 -2.4650 0.3750
C -6.0797 1.2760 -0.8266
C 2.2710 0.8418 1.2303
C -3.4525 0.9641 0.0435
C -2.0663 0.7502 0.5689
C -4.4023 -0.0089 0.3362
H 6.7217 0.0117 -0.9952
H 2.7079 0.5591 2.1769
H 8.0659 -0.7505 -0.1392
H -5.4271 3.1401 -1.6335
H 7.2539 1.9758 0.6198
H 1.0435 -1.8079 -1.1234
H 1.9596 -2.7688 0.9528
H 3.0885 1.9774 -1.8296
H 6.8272 -2.4787 -1.2704
H 6.5943 -2.6733 0.4701
H 4.3925 -2.8977 1.2847
H 8.4024 0.9994 1.5507
H 5.0099 -1.0868 -2.5279
H 0.6255 1.9766 -2.0579
H 7.0085 1.7362 2.3520
H -3.1143 2.8907 -0.8571
H 2.5799 -0.9749 -2.8682
H 4.4801 -0.2699 1.5548
H -7.0988 1.3878 -1.1626
H -1.3949 1.6119 -1.1444
H 6.6377 -0.6920 1.9636
H 0.2815 0.5329 1.9505
H -4.1089 -0.8750 0.9095
*
```

Löwdin atomic charge list, values in e, 6 entries: 0.737, 0.061, 0.089, 0.104, 0.139, -0.245

# C3H4OSi

A molecular structure, C3H4OSi (the ωB97M-V functional and the def2-TZVPD basis, OMol25).

Relative energy (zero: lowest compared OMol25 entry of this formula, charge and spin) ... 268.76 kJ/mol
HOMO-LUMO gap ... 0.30756 Ha
Max |F| ... 0.080 hartree/bohr
DFT total energy ... -13096.035 eV

Geometry as ORCA input:
```
! RIJCOSX wB97M-V def2-TZVPD def2/J DEFGRID3
* xyz 0 1
Si 0.8520 0.8911 1.0318
O -0.9015 1.5897 -1.5445
C -0.8588 -0.7109 -0.9449
C -0.5570 0.6400 -0.9140
C -0.8594 -1.8967 -0.7396
H -0.4772 -2.8415 -0.5469
H 0.1688 -0.0973 1.7952
H 2.0737 0.1270 0.5710
H 0.5593 2.2985 1.2919
*
```

Löwdin atomic charge list, values in e, 6 entries: 0.751, 0.033, -0.155, -0.458, 0.136, 0.026